DFT (wB97M-V/def2-TZVPD) results for a 2-piece molecular cluster, C5H11O2 overall.

Structure (XYZ):
```
18
Properties=species:S:1:pos:R:3:forces:R:3
H 0.497527 0.067309 -2.395524 0.0704 0.5218 -0.3858
H -0.810846 -2.046152 -0.504319 0.2864 0.3141 0.0939
H -1.732829 -1.139486 -1.701732 -0.1395 -0.2164 -0.1211
H -1.328929 2.336987 0.719146 0.7690 -0.0069 1.2154
H -1.098935 -0.252913 -0.411310 0.5944 -0.8845 -0.3833
C 0.273343 1.514655 2.219832 0.7751 -1.4394 -2.0690
H -0.936370 0.749407 0.551877 0.2178 -0.3074 1.0420
H 1.047078 1.736629 1.481309 0.4152 0.4332 0.3940
C -1.012452 1.463327 1.362838 -1.0678 1.3745 0.5702
O 1.541035 -2.109121 -0.209476 -0.0937 0.2083 0.4487
H 0.549748 0.467654 2.466156 -0.4063 0.4735 0.1463
C -0.846314 -1.105536 -1.055102 -0.4179 0.5082 -1.5993
H 0.374461 -1.701747 -2.743612 -0.1392 0.4287 -0.2840
H -1.864980 1.276824 2.038362 0.0233 -0.3186 -0.6065
C 1.721161 -1.361823 -1.189569 0.0609 -0.3802 -1.1254
O 2.801896 -1.086620 -1.759924 -0.0971 0.4540 0.1522
C 0.410871 -0.915026 -1.982312 -0.2242 -1.6507 2.5172
H 0.414534 2.105632 3.113361 -0.6269 0.4879 -0.0053
```
Positions in Å, forces in eV/Å.

Max |F| ... 3.018 eV Å⁻¹
E_LUMO ... 3.73 eV
DFT total energy ... -9458.96227 eV
HOMO level ... -3.8 eV
Multiplicity ... 1
Net charge ... -1
ΔE to the lowest compared entry with this formula, charge and spin ... 24.6 kcal/mol